The following is a DFT calculation (ωB97M-V with the def2-TZVPD basis set) of a 2-piece molecular cluster, C6H16N2 overall at a distorted geometry.

Computed properties:
Lowest unoccupied orbital energy (alpha / beta) ... 0.750 / 0.750 eV
Charge ... 0
Frontier orbital gap (alpha / beta) ... 6.57 / 6.56 eV

```
24
Properties=species:S:1:pos:R:3:forces:R:3:nbo_charge:R:1
C 0.410 0.701 -1.398 -0.4 1.0 1.8 -0.610
C 1.895 0.752 -1.141 0.0 0.4 -0.3 -0.614
C 0.032 -0.062 -2.641 0.0 0.0 0.2 -0.616
H -0.052 1.691 -1.377 0.3 0.4 -0.6 0.169
H -0.015 0.501 0.165 -0.3 -1.7 -3.0 0.410
H 2.116 1.285 -0.211 0.1 0.0 0.0 0.187
H 2.297 -0.259 -1.043 0.2 -0.1 0.0 0.178
H -1.045 -0.074 -2.819 -0.1 -0.1 0.0 0.195
H 0.496 0.359 -3.544 0.1 0.0 -0.1 0.180
H 2.443 1.262 -1.943 0.3 -0.1 -0.1 0.173
H 0.376 -1.099 -2.589 0.0 -0.2 0.0 0.177
C -0.091 -1.743 0.496 0.1 -0.1 -0.1 -0.425
N -0.656 -0.416 0.696 -0.3 1.4 6.8 -0.287
N -2.020 -0.298 0.337 -0.5 -0.5 -0.2 -0.683
C -0.579 -0.118 2.501 0.5 -0.4 -2.6 -0.052
C -0.288 1.090 2.946 0.0 0.3 -0.6 -0.424
H -2.574 -0.061 1.157 0.2 0.0 -0.4 0.370
H -2.092 0.427 -0.368 0.2 0.2 -0.1 0.376
H -0.571 -1.000 3.136 0.0 -0.2 -0.4 0.199
H -0.217 -2.049 -0.540 -0.1 0.1 0.0 0.237
H -0.569 -2.457 1.169 -0.1 0.0 -0.2 0.202
H 0.971 -1.699 0.730 0.0 0.1 0.0 0.218
H -0.289 1.974 2.310 0.1 -0.3 -0.1 0.216
H 0.022 1.292 3.968 -0.4 -0.3 0.1 0.224
```
Forces are in eV/Å.